[1]
{"formula": "CH4NO3S", "method": "the ωB97M-V functional and the def2-TZVPD basis", "multiplicity": 3, "charge": -1, "orbital_gap_ha": [0.255, 0.307], "energy_ev": -19565.0676, "s_squared": 2.01, "elements": ["C", "N", "O", "O", "O", "S", "H", "H", "H", "H"], "xyz": [[-0.63609, -0.06072, 0.61696], [2.76237, -0.42566, -1.07887], [2.32937, -0.32621, 1.38305], [0.96061, 2.01026, -0.34942], [0.30652, -0.80849, -0.05239], [1.85541, -0.01385, 0.07507], [-0.22031, 0.96593, 0.57760], [-1.04760, -0.51315, 1.46278], [-1.55480, -0.02492, 0.02109], [2.27286, 0.03454, -1.84534]]}

***

[2]
{"formula": "CH4NOP", "method": "the ωB97M-V functional and the def2-TZVPD basis", "orbital_gap_ha": 0.330, "energy_ev": -13924.6278, "smiles": "[H]/P=N/OC", "elements": ["H", "P", "N", "O", "C", "H", "H", "H"], "xyz": [[-2.85582, 1.34397, -0.12385], [-2.45002, 0.06335, 0.03089], [-0.83723, 0.36910, -0.00813], [-0.08843, -0.75330, -0.12150], [1.28440, -0.26014, 0.05570], [1.62171, 0.34567, -0.74078], [1.79799, -1.12674, -0.23429], [1.52739, 0.01807, 1.14196]]}

***

[3]
{"formula": "CH4NOP", "method": "the ωB97M-V functional and the def2-TZVPD basis", "orbital_gap_ha": [0.305, 0.305], "energy_ev": -13924.4442, "elements": ["C", "N", "O", "P", "H", "H", "H", "H"], "xyz": [[-0.17622, 1.00884, -0.04387], [-1.15952, 1.62968, -0.39460], [1.94927, -0.43473, -0.42655], [1.62882, 0.86989, 0.12628], [-0.43047, -1.16650, -0.67483], [-2.08410, 1.49756, -0.41931], [0.42084, -1.39158, -0.71577], [1.22586, 0.80394, 1.55796]]}

***

[4]
{"formula": "CH4NOP", "method": "the ωB97M-V functional and the def2-TZVPD basis", "orbital_gap_ha": 0.361, "energy_ev": -13926.5973, "smiles": "NPC=O", "elements": ["N", "P", "C", "O", "H", "H", "H", "H"], "xyz": [[-0.92693, -0.34049, -0.33582], [0.40820, -1.38476, -0.03288], [2.00183, 0.06437, -0.10337], [3.19431, 0.13852, 0.01406], [-1.56236, -0.69397, -1.05370], [-0.61705, 0.54804, -0.67333], [0.55304, -1.24907, 1.34371], [1.43004, 1.07173, -0.31176]]}

***

[5]
{"formula": "CH4NOPS", "method": "the ωB97M-V functional and the def2-TZVPD basis", "orbital_gap_ha": 0.307, "energy_ev": -24759.9755, "elements": ["C", "N", "O", "P", "S", "H", "H", "H", "H"], "xyz": [[-0.29220, 0.90185, -0.21747], [1.29537, -1.28970, -0.09338], [0.94956, 1.26272, -0.33373], [-0.24392, -0.99721, 0.12336], [2.17598, 0.06117, 0.22401], [-0.77269, 1.37709, 0.79844], [-0.98286, 1.19632, -1.09053], [-1.02113, -1.80069, -0.62091], [-1.10811, -0.71154, 1.21022]]}

***

[6]
{"formula": "CH4NOPS2", "method": "the ωB97M-V functional and the def2-TZVPD basis", "orbital_gap_ha": 0.326, "energy_ev": -35598.3825, "smiles": "NC(=S)OPS", "elements": ["N", "C", "S", "O", "P", "S", "H", "H", "H", "H"], "xyz": [[1.63046, -0.81494, 0.73724], [2.02210, 0.28097, -0.01647], [3.50936, 0.65304, -0.44098], [1.05743, 1.20392, -0.26743], [-0.47934, 1.02882, 0.62765], [-1.94809, 1.33304, -0.83421], [0.69928, -1.04283, 0.58291], [2.38776, -1.34367, 1.06148], [-0.61779, 2.38071, 1.27145], [-1.81485, -0.04158, -1.12716]]}

***

[7]
{"formula": "CH4NOS", "method": "the ωB97M-V functional and the def2-TZVPD basis", "charge": -1, "orbital_gap_ha": 0.218, "energy_ev": -15471.5201, "smiles": "CN([O-])S", "elements": ["C", "N", "O", "S", "H", "H", "H", "H"], "xyz": [[-0.29963, 0.92238, -0.08156], [0.32020, -0.22950, 0.40701], [1.70916, -0.40008, -0.29979], [-0.65440, -1.67233, 0.22223], [-0.58190, 0.92431, -1.13394], [-1.14795, 1.12648, 0.56437], [0.30921, 1.71863, -0.28585], [0.34531, -2.38989, 0.60753]]}

***

[8]
{"formula": "CH4NOS", "method": "the ωB97M-V functional and the def2-TZVPD basis", "charge": -1, "orbital_gap_ha": 0.273, "energy_ev": -15476.4651, "elements": ["S", "H", "C", "N", "O", "H", "H", "H"], "xyz": [[0.53352, 1.72426, 1.88041], [-0.33501, 2.66247, 1.46888], [-0.11289, -0.64101, -1.17907], [-0.11557, -0.90773, 0.12723], [-0.09390, -1.42894, -2.12108], [-0.15706, 0.43465, -1.42690], [0.31606, -1.75073, 0.47244], [-0.03515, -0.09296, 0.77809]]}

***

[9]
{"formula": "CH4Na", "method": "the ωB97M-V functional and the def2-TZVPD basis", "charge": 1, "orbital_gap_ha": 0.450, "energy_ev": -5512.1343, "elements": ["C", "H", "H", "H", "H", "Na"], "xyz": [[0.42897, 0.23799, -0.21642], [0.36460, -0.79943, -0.57643], [-0.47989, 0.78451, -0.50846], [1.30901, 0.72625, -0.66042], [0.52216, 0.24064, 0.87962], [-2.14485, -1.18998, 1.08211]]}

***

[10]
{"formula": "CH4O2", "method": "the ωB97M-V functional and the def2-TZVPD basis", "orbital_gap_ha": 0.409, "energy_ev": -5195.5734, "smiles": "C=O.O", "elements": ["C", "O", "H", "H", "O", "H", "H"], "xyz": [[3.52959, -0.18512, -0.40192], [2.35320, -0.06444, -0.13871], [4.06402, -0.80373, 0.23942], [4.11579, 0.24058, -1.30885], [-4.88477, 0.12656, 0.49328], [-4.21624, 0.17362, -0.17545], [-4.88856, 1.00327, 0.81985]]}

***

[11]
{"formula": "CH4O2S", "method": "the ωB97M-V functional and the def2-TZVPD basis", "orbital_gap_ha": 0.372, "energy_ev": -16031.8120, "smiles": "O=CO.S", "elements": ["O", "C", "O", "H", "H", "S", "H", "H"], "xyz": [[-0.38331, 0.36400, 1.28125], [0.35247, -0.56851, 1.28177], [0.35908, -1.43228, 2.32005], [1.06012, -0.87795, 0.49335], [1.06404, -2.08018, 2.27938], [-0.31068, 0.76152, -2.16367], [-0.09713, 1.29315, -0.95514], [0.94072, 0.73220, -2.63446]]}

***

[12]
{"formula": "CH4O3", "method": "the ωB97M-V functional and the def2-TZVPD basis", "orbital_gap_ha": 0.399, "energy_ev": -7243.9455, "smiles": "O=CO.O", "elements": ["O", "C", "O", "H", "H", "O", "H", "H"], "xyz": [[-1.01256, -0.24070, 0.79653], [-1.23775, -0.15936, -0.43252], [-0.18728, 0.08996, -1.27972], [-2.27917, -0.12671, -0.91561], [0.62462, 0.06120, -0.77055], [1.79193, 0.12704, 0.80073], [2.33978, 0.51425, 0.13078], [2.00451, 0.69708, 1.61015]]}